This record from the OMol25 dataset describes a structure of composition C3H7N3O2 at a distorted geometry. The level of theory is the ωB97M-V functional and the def2-TZVPD basis.

```
15
Properties=species:S:1:pos:R:3:forces:R:3
O -1.2980 0.7384 -0.1723 0.667 0.488 -0.316
O -2.4556 -1.1574 0.2949 -1.119 4.956 -2.308
N 2.1291 -0.2963 -0.0530 -1.142 0.271 0.975
N -0.2336 -0.1333 -0.0868 3.376 -1.305 0.898
N 2.0202 -1.7112 -0.1109 -3.908 -0.572 0.100
C 1.0246 1.9561 0.1345 -2.920 -1.160 1.953
C -2.4237 0.0313 -0.1433 0.026 -3.980 2.455
C 0.9336 0.4308 0.1175 0.908 1.055 -3.255
H 1.9204 2.5003 -0.0974 0.551 -0.347 -0.104
H 1.7086 -2.0685 0.9728 0.478 1.199 -4.044
H -3.1546 0.7988 -0.4680 -0.680 -1.144 0.189
H 0.1169 2.2928 -0.5147 1.826 -0.096 1.572
H 0.8008 1.9651 1.2878 0.138 1.467 -1.946
H 3.0873 0.1407 -0.1307 -2.047 -0.745 0.222
H 0.9328 -1.7995 -0.9283 3.846 -0.086 3.609
```
Forces are in eV/Å.

Computed properties:
- E (eV) = -11784.306
- highest occupied orbital energy (eV) = -8.9
- LUMO (eV) = 0.72
- maximum force (eV Å⁻¹) = 5.58
- relative energy (zero: lowest compared OMol25 entry of this formula, charge and spin) (kcal/mol) = 161.6